{
  "formula": "C9H12F6NNiO6P",
  "method": "wB97M-V/def2-TZVPD",
  "homo_ev": [-14.048, -14.047],
  "multiplicity": 3,
  "s_squared": 2.0086,
  "e_lumo_ha": [-0.3055, -0.3826],
  "charge": 2,
  "gap_ev": [5.735, 3.635],
  "elements": ["N", "P", "C", "O", "C", "O", "C", "C", "O", "C", "O", "C", "F", "F", "C", "F", "F", "C", "F", "F", "C", "O", "O", "H", "H", "H", "H", "H", "H", "H", "H", "H", "H", "H", "H", "Ni"],
  "positions_angstrom": [[-0.28102, -1.58355, -1.07553], [0.52078, -1.48639, 0.36275], [1.37877, 0.17229, 0.36346], [2.69108, -0.04059, 0.00674], [3.10386, 0.45735, -1.25834], [4.05040, 1.42113, -1.01435], [4.32796, 2.18939, -2.19167], [5.67993, 2.87634, -2.08404], [6.52818, 2.47720, -3.15275], [-0.62335, -1.55762, 1.91042], [-0.21418, -2.01006, 2.94787], [-2.11247, -0.98154, 1.89563], [-2.30831, -0.43510, 3.07776], [-2.24225, -0.00944, 0.96895], [-3.11617, -2.11759, 1.60132], [-3.06954, -2.30384, 0.26756], [-2.70338, -3.23498, 2.17626], [-4.59371, -1.87329, 2.01189], [-5.23025, -3.01954, 1.76036], [-4.69921, -1.60890, 3.30424], [-5.37316, -0.79827, 1.20359], [-5.42835, -0.73220, 0.00744], [-6.05839, 0.13614, 1.97389], [-0.89319, -0.80466, -1.29172], [-0.70781, -2.48255, -1.27003], [1.33413, 0.55477, 1.38251], [0.83266, 0.87089, -0.27136], [3.55474, -0.37069, -1.80642], [2.27055, 0.83808, -1.86010], [3.53869, 2.93861, -2.29050], [4.28821, 1.55944, -3.07455], [5.55595, 3.95207, -2.12365], [6.15490, 2.64301, -1.14150], [6.27208, 3.00167, -3.91005], [-6.93189, -0.22119, 2.20734], [-5.49622, 1.58360, 0.38657]],
  "atomic_forces_ev_per_a": [[-0.1, -0.4, 1.0], [-0.3, 0.8, -0.7], [0.3, -0.1, 0.7], [-0.3, -0.1, -0.3], [0.7, -0.2, -0.3], [0.0, 0.2, 0.1], [-0.4, 0.4, 0.4], [0.1, -0.1, -0.7], [0.0, -0.1, 0.5], [0.5, -1.2, 2.2], [-0.6, 1.0, -2.0], [0.8, -0.3, 0.1], [-0.2, 0.1, 0.5], [-0.1, 0.2, -0.5], [0.1, 0.3, -0.4], [-0.1, -0.1, -0.4], [0.0, -0.2, 0.5], [-0.4, -0.2, -0.1], [-0.3, -0.4, -0.2], [0.2, 0.2, 0.3], [-0.3, 0.1, -0.2], [0.6, 0.5, 0.6], [0.7, -0.1, -0.7], [0.2, 0.1, -0.5], [-0.1, 0.0, -0.2], [0.0, 0.0, 0.3], [-0.2, -0.1, -0.3], [0.0, -0.3, 0.0], [-0.4, 0.1, 0.2], [-0.2, 0.0, 0.0], [0.3, -0.2, -0.2], [-0.1, 0.3, 0.1], [0.1, -0.3, 0.2], [0.2, 0.1, -0.4], [-0.3, 0.2, 0.3], [-0.5, -0.4, 0.1]],
  "nbo_charge": [-1.11, 1.38, -0.34, -0.50, 0.24, -0.52, -0.10, -0.09, -0.70, 0.22, -0.33, 0.57, -0.26, -0.33, 0.58, -0.31, -0.26, 0.55, -0.26, -0.27, 0.72, -0.49, -0.76, 0.43, 0.44, 0.24, 0.23, 0.17, 0.13, 0.17, 0.19, 0.18, 0.21, 0.47, 0.56, 0.96]
}

---

{
  "formula": "C9H12N2O",
  "method": "wB97M-V/def2-TZVPD",
  "homo_ev": -8.277,
  "e_lumo_ha": 0.0282,
  "charge": 0,
  "gap_ev": 9.045,
  "elements": ["C", "C", "C", "C", "C", "C", "C", "C", "C", "N", "N", "O", "H", "H", "H", "H", "H", "H", "H", "H", "H", "H", "H", "H"],
  "positions_angstrom": [[-3.60100, 0.36372, -0.05861], [-2.84726, 1.17672, 0.73911], [-2.99423, -0.76008, -0.67006], [-1.43572, 0.89957, 0.97275], [-1.68289, -1.03153, -0.43577], [-0.88025, -0.14709, 0.25483], [1.80911, -0.49598, -1.03651], [2.28081, 0.92202, -0.89967], [1.28422, -0.73254, 0.36887], [2.99051, 0.91529, 0.38183], [2.14187, 0.06358, 1.23584], [1.18290, -1.99370, 0.83400], [-4.56906, 0.50694, -0.46201], [-3.26411, 2.11095, 1.09186], [-3.73799, -1.25467, -1.38906], [-1.01473, 1.78814, 1.42157], [-1.09499, -1.81708, -0.90120], [0.98101, -0.75463, -1.70521], [2.66765, -1.20955, -1.15843], [3.02348, 1.09532, -1.70829], [1.41190, 1.59510, -0.79064], [3.81313, 0.30782, 0.26769], [1.82801, 0.61740, 1.95713], [1.70761, -2.16571, 1.68999]],
  "atomic_forces_ev_per_a": [[1.4, -1.4, -1.0], [1.3, -0.1, 0.3], [-2.6, 0.3, -0.6], [-2.5, 1.0, -1.6], [1.6, -0.6, -0.9], [3.0, 0.3, 2.1], [-0.7, -1.7, 0.8], [0.7, -0.2, -0.6], [-1.9, 1.6, 1.7], [0.0, -1.0, 0.7], [1.1, -0.8, -3.0], [0.6, -1.8, 1.3], [-1.0, 0.9, 0.5], [0.0, 0.0, 0.3], [1.8, 0.0, 1.1], [1.1, -0.5, 0.4], [-0.6, -0.4, -0.2], [0.5, 0.3, -0.3], [-0.6, 0.6, -0.2], [-0.8, 0.8, 0.4], [0.6, 0.0, -0.6], [-0.2, 0.6, -0.1], [-1.6, 1.2, 1.7], [-1.1, 1.0, -2.0]],
  "nbo_charge": [-0.24, -0.19, -0.19, -0.30, -0.31, -0.01, -0.50, -0.25, 0.55, -0.44, -0.54, -0.72, 0.21, 0.21, 0.21, 0.22, 0.22, 0.24, 0.21, 0.21, 0.21, 0.33, 0.38, 0.50]
}

---

{
  "formula": "C9H12N2O2",
  "method": "wB97M-V/def2-TZVPD",
  "homo_ev": -9.396,
  "e_lumo_ha": -0.0079,
  "charge": 0,
  "gap_ev": 9.182,
  "elements": ["C", "C", "C", "C", "C", "C", "C", "C", "C", "H", "H", "H", "H", "H", "H", "H", "H", "H", "H", "H", "H", "N", "N", "O", "O"],
  "positions_angstrom": [[1.97608, 2.02062, -2.82191], [2.39894, 0.55479, -2.72369], [1.15183, -0.22788, -2.51289], [-0.28959, -0.68883, -0.89231], [-0.59159, -0.72527, 0.49332], [-1.46459, -1.79555, 0.99772], [-1.74986, -0.47978, 2.91104], [-2.36575, -0.40104, 4.27538], [-0.74493, 0.48445, 2.47814], [1.71216, 2.51231, -3.92951], [3.01884, 2.62480, -2.59039], [0.85695, 2.27496, -2.05163], [2.69512, 0.13192, -3.84439], [3.26646, 0.28007, -1.98617], [0.58703, -0.27161, -3.53827], [1.35770, -1.40940, -2.36332], [-1.60502, -2.72063, 0.52679], [-1.52523, -0.65914, 5.00417], [-3.31248, -1.00054, 4.34496], [-2.39802, 0.57570, 4.81805], [-0.41427, 1.55587, 2.72667], [-2.01058, -1.59314, 2.22543], [-0.34369, 0.33502, 1.28243], [0.51585, 0.29166, -1.28772], [-0.72138, -1.66938, -1.54190]],
  "atomic_forces_ev_per_a": [[0.0, 3.8, -0.2], [1.0, -1.3, -2.6], [0.6, -3.3, -1.2], [-0.9, -3.0, -1.2], [-3.2, -1.0, 3.7], [2.0, 4.0, 1.7], [1.2, 0.9, 1.1], [0.9, 0.3, 1.8], [-2.0, 0.7, 0.6], [0.5, -2.0, 2.8], [-3.1, -0.8, 0.1], [4.2, -0.5, -2.3], [-0.1, 1.2, 2.8], [-1.8, 0.9, -1.3], [0.0, 0.8, 2.4], [-0.3, 2.8, -0.1], [-0.4, -0.9, -0.7], [-1.1, -1.3, -0.8], [1.2, 0.6, 0.3], [-1.0, 0.1, -1.5], [-1.0, -1.9, 1.4], [0.4, 0.2, -1.0], [1.9, -0.9, -3.9], [-0.4, -2.1, -2.0], [1.2, 2.7, 0.2]],
  "nbo_charge": [-0.66, -0.46, -0.11, 0.74, 0.00, 0.11, 0.22, -0.68, -0.03, 0.22, 0.23, 0.24, 0.21, 0.23, 0.21, 0.22, 0.22, 0.24, 0.25, 0.24, 0.23, -0.43, -0.37, -0.48, -0.60]
}

---

{
  "formula": "C9H12N2O2SSi",
  "method": "wB97M-V/def2-TZVPD",
  "homo_ev": [-5.568, -8.385],
  "multiplicity": 3,
  "s_squared": 2.0317,
  "e_lumo_ha": [0.0174, -0.0792],
  "charge": 0,
  "gap_ev": [6.040, 6.230],
  "elements": ["C", "C", "C", "C", "C", "C", "C", "C", "C", "N", "N", "O", "O", "Si", "S", "H", "H", "H", "H", "H", "H", "H", "H", "H", "H", "H", "H"],
  "positions_angstrom": [[-2.58723, 2.66656, 0.47244], [-3.15801, 1.42867, 0.25589], [-2.28984, 0.37276, 0.07584], [-0.84635, 0.80554, 0.20944], [-5.02450, -0.00329, -0.06107], [-4.05686, -1.20057, -0.14130], [0.73328, -1.17928, -1.70176], [1.29634, -1.02743, 1.60202], [2.22530, 1.12747, -0.20974], [-4.51807, 1.21753, 0.23866], [-2.70374, -0.88399, -0.10917], [-6.19157, -0.22538, -0.19333], [-4.43457, -2.33323, -0.15469], [0.82192, -0.15549, -0.00693], [-0.84683, 2.55725, 0.39747], [-3.02580, 3.56034, 0.58075], [-0.20016, -1.02647, -2.30294], [1.54764, -0.87697, -2.27094], [0.76801, -2.31405, -1.51900], [2.34673, -1.30477, 1.64214], [0.97390, -0.61900, 2.63628], [0.71663, -1.97323, 1.70910], [1.80467, 1.87318, -0.94195], [2.66351, 1.47403, 0.69103], [3.13597, 0.82237, -0.81906], [-5.14168, 1.91147, 0.42595], [-1.99678, -1.60029, -0.26446]],
  "atomic_forces_ev_per_a": [[1.4, -2.9, -0.3], [0.2, -0.1, 0.1], [0.7, 2.2, 0.3], [1.0, -0.3, -0.3], [0.0, -0.6, 0.1], [0.8, 0.3, 0.3], [-2.4, -1.7, 2.3], [-1.8, -1.1, 1.6], [-0.1, -0.6, -3.1], [1.7, -2.7, -0.7], [0.0, -0.7, -0.3], [-1.1, 0.0, -0.1], [-0.4, -0.6, -0.3], [0.1, 0.8, -0.3], [1.3, -0.3, 0.0], [-1.7, 3.0, 0.4], [0.7, 0.2, 0.6], [1.6, 0.4, -1.1], [0.2, 1.6, -0.3], [0.1, 0.1, 0.0], [0.7, 0.3, -1.9], [0.5, 0.1, -0.5], [0.4, 0.1, 1.3], [-0.2, 0.9, 0.9], [-1.1, -0.5, 0.7], [-2.0, 2.3, 0.5], [-0.6, -0.1, 0.1]],
  "nbo_charge": [-0.37, 0.03, 0.13, -0.57, 0.56, 0.56, -1.07, -1.14, -1.12, -0.56, -0.55, -0.55, -0.51, 1.55, 0.34, 0.21, 0.24, 0.24, 0.24, 0.24, 0.26, 0.24, 0.24, 0.24, 0.25, 0.41, 0.43]
}